(1)
ORCA calculation (ωB97M-V/def2-TZVPD) on a structure of composition C23H25GdN2OS.

The geometry in XYZ format:
```
53
Properties=species:S:1:pos:R:3:forces:R:3
H -4.0371 0.0768 3.7295 0.067 0.115 -0.551
H -3.5021 -1.7225 2.0892 0.072 -0.120 0.084
H -0.7622 0.7420 1.9585 0.509 -0.183 -0.025
O -0.7390 -1.8968 -0.5928 0.205 2.108 -2.782
H 3.6599 1.7801 1.0538 0.031 -0.077 -0.519
C -3.4367 -0.3917 0.3829 -0.692 0.695 0.210
H -2.5859 -2.1961 -0.1864 -0.351 -0.589 -0.142
C -3.9126 0.3211 2.6645 0.073 -0.252 0.191
C 3.9392 0.1538 -0.5097 -0.681 0.815 -0.371
H 1.5949 -2.3904 3.8749 0.046 0.386 -0.009
C 1.8260 0.4554 -1.4713 1.323 -0.400 -0.039
C 0.0990 0.2257 2.3929 -0.455 -1.488 0.522
C -3.5898 -0.6982 1.7603 -0.164 0.899 -1.054
H 2.2215 -0.1898 -4.1676 -0.335 0.414 0.172
C -3.2097 -1.4603 -0.6756 -0.365 0.210 0.439
H 1.2601 2.1842 -0.2076 0.410 -0.266 0.132
N 5.1700 -1.7474 2.4258 -2.482 -1.325 -1.603
H 4.8871 -0.3156 -0.2326 -0.213 0.315 -0.207
H -4.3166 2.4205 2.9338 -0.101 0.181 0.224
C -4.0783 1.6412 2.2357 0.333 -0.655 -0.541
C 2.0978 -0.1945 3.5297 -0.608 1.326 -0.251
C 3.2951 1.2478 0.1717 -0.107 -0.176 -0.971
H -0.7835 -1.7877 2.7112 0.613 0.099 -0.204
C 4.4104 -2.4721 1.8516 2.956 -0.230 1.516
H -4.0227 2.9624 0.5166 -0.007 -0.287 0.274
H 0.8744 0.7801 -4.8085 0.162 -0.063 0.439
H 0.6236 -1.5766 -2.8744 0.023 -0.281 0.229
C 0.0913 -1.1375 2.7863 0.117 1.137 -0.102
H 3.1993 -1.1102 -2.2554 0.091 0.141 0.513
Gd 2.5503 -0.8963 1.2294 -1.591 -1.185 -1.501
H -4.1409 -1.9115 -1.0588 0.293 0.343 0.209
H -0.6933 1.7255 -1.5720 -0.030 0.128 -0.074
H 3.1635 -0.1159 3.8124 -0.902 0.030 0.191
C 1.3338 0.8120 2.8286 0.906 -0.548 1.292
C 1.5758 0.6862 -3.9569 -0.236 -0.856 -0.149
C 1.9955 1.4053 -0.4240 0.500 0.151 0.342
C 1.3200 -1.4103 3.4861 -0.589 0.522 0.023
H 1.6177 1.8437 2.6181 0.025 -0.393 0.281
H -3.4774 1.1560 -1.0909 0.056 0.278 -0.238
C 3.0104 -0.3476 -1.4969 -0.528 0.949 0.018
C -0.1047 1.7628 -2.4943 0.047 0.070 0.208
H -2.8942 -0.7276 -2.6628 1.336 -0.151 1.108
S 3.4175 -3.5691 1.0580 0.290 0.686 0.332
C -3.5814 0.9432 -0.0446 -0.268 -0.639 1.506
N -2.3936 -0.9542 -1.7763 -1.709 -0.087 -0.740
H 0.4940 2.6887 -2.5036 -0.214 -0.332 0.065
H -0.7945 1.8073 -3.3514 0.166 -0.075 0.258
C -1.0890 -1.2296 -1.6204 2.703 -1.124 1.730
C -0.0609 -0.7499 -2.7055 -1.236 -0.726 -0.920
H -0.6262 -0.6564 -3.6719 0.243 -0.053 0.714
H 2.2134 1.5697 -3.9728 -0.039 0.028 0.293
C -3.9062 1.9394 0.8868 0.173 0.094 -0.588
C 0.7968 0.5250 -2.6038 0.133 0.438 0.065
```
Positions in Å, forces in eV/Å.

Computed properties:
* <S²>: 15.7971
* multiplicity: 8
* energy relative to the best compared isomer or geometry (same formula, charge and spin): 154.14 kcal per mole


(2)
ORCA calculation (ωB97M-V/def2-TZVPD) on a cluster of 2 separate species, C2H4S3 in total.

The geometry in XYZ format:
```
9
Properties=species:S:1:pos:R:3:forces:R:3
C -0.7257 1.7077 0.2116 1.954 -1.984 0.258
H -0.0659 2.2622 -0.4197 0.327 0.627 0.079
C -0.1503 -0.8774 -0.8339 0.256 0.332 -0.626
S 1.4989 -2.8618 0.5675 -0.316 -0.906 -0.500
H -1.5654 1.4009 -0.2947 -1.902 -0.592 -1.411
H 2.3271 -2.3269 1.4232 0.695 0.432 0.717
H -1.0493 2.0745 1.1417 0.210 0.844 1.206
S -0.4160 -1.3355 -2.3291 -0.039 0.363 1.194
S 0.1466 -0.0437 0.5335 -1.186 0.885 -0.916
```
Positions in Å, forces in eV/Å.

Computed properties:
* <S²>: 2.0110
* multiplicity: 3
* energy relative to the best compared isomer or geometry (same formula, charge and spin): 16.77 kcal per mole


(3)
ORCA calculation (ωB97M-V/def2-TZVPD) on an isolated molecule of C5H10O.

The geometry in XYZ format:
```
16
Properties=species:S:1:pos:R:3:forces:R:3
H -1.4458 -1.5447 -0.0649 0.142 0.177 -0.061
H -2.0351 0.4922 1.2837 -0.007 -0.002 -0.186
H -0.7453 -0.5273 -1.3296 -0.193 0.052 0.006
O 1.2197 1.0859 -1.1112 0.261 0.343 0.102
C -0.9496 -0.5836 -0.2593 -0.135 0.129 -0.187
H 1.7895 1.1429 0.9002 0.246 -0.059 0.068
H 1.9993 -1.1815 -1.0945 -0.523 -0.155 0.062
H 0.6644 1.8601 -0.9491 0.132 -0.130 -0.197
C 1.8066 -0.9496 -0.0521 -1.396 -0.330 -0.427
H -1.3075 1.5242 0.0517 -0.182 -0.104 0.005
C -1.8261 0.5704 0.2096 -0.194 0.113 -0.041
H 1.5669 -1.7656 0.5976 2.420 -0.512 0.899
C 1.3963 0.4705 0.1456 -0.089 0.198 0.501
H -2.7732 0.5998 -0.3297 -0.049 0.071 0.072
C 0.3496 -0.5051 0.4591 -0.406 0.426 -0.130
H 0.2905 -0.6885 1.5430 -0.025 -0.217 -0.486
```
Positions in Å, forces in eV/Å.

Computed properties:
* SMILES string: CC[C@H]1C[C@H]1O
* energy relative to the best compared isomer or geometry (same formula, charge and spin): 64.01 kcal per mole


(4)
ORCA calculation (ωB97M-V/def2-TZVPD) on a cluster of 2 separate species, C2BrClF2 in total.

The geometry in XYZ format:
```
6
Properties=species:S:1:pos:R:3:forces:R:3
C 0.3759 0.7842 -0.6837 0.549 -0.329 -0.360
C 0.5283 -1.0560 1.2154 1.307 -1.147 -1.272
F -0.4231 -0.5063 1.8419 -1.309 0.476 0.453
F -0.0351 -1.7104 0.1764 -0.013 0.296 0.963
Br -0.7778 2.1503 -0.2099 -0.302 0.256 -0.330
Cl 0.3318 0.3383 -2.3401 -0.232 0.448 0.546
```
Positions in Å, forces in eV/Å.

Computed properties:
* energy relative to the best compared isomer or geometry (same formula, charge and spin): 94.47 kcal per mole


(5)
ORCA calculation (ωB97M-V/def2-TZVPD) on a cluster of 9 separate species, C18H36Cl18 in total.

The geometry in XYZ format:
```
72
Properties=species:S:1:pos:R:3:forces:R:3
Cl -1.9097 -0.0226 -7.5469 0.590 -0.691 0.499
C 6.4029 1.9198 5.4827 0.477 0.883 1.082
H -6.6828 0.8747 4.5194 -0.950 0.001 -0.533
H -5.6857 -0.3850 -2.7327 -0.018 -0.117 -0.030
H 1.0840 -3.4489 5.4653 -0.390 0.062 0.474
C -6.2494 -1.2769 -3.0064 -0.904 0.262 0.334
H -5.2905 -0.7226 2.2253 -0.074 0.142 0.172
H 5.0132 1.2437 4.1524 -0.661 0.186 -0.090
C -6.4665 -0.0692 4.0191 2.253 -0.161 -0.655
Cl 2.6120 -1.5474 7.2475 0.332 -0.048 0.622
H -1.3166 1.4638 -1.7365 -0.001 -0.148 -0.023
H -1.0582 -4.3923 -4.1981 0.094 -0.260 -0.776
H -2.7422 2.9337 -7.8269 0.439 -0.652 -0.536
H 5.6824 2.7519 3.6105 -0.103 0.369 0.314
C 5.3241 2.2298 4.4976 0.171 -0.841 -0.391
C -0.6406 -6.5815 -4.6648 -0.398 2.151 -0.346
C -5.4796 0.1746 2.8147 -0.352 0.236 1.790
H -7.6726 -0.6056 -1.4789 0.218 -0.220 -0.003
H 7.5678 -4.3632 -0.9835 -0.401 -0.230 0.755
H 7.7062 -2.6996 -0.5890 -0.496 0.163 0.404
C 5.6561 -3.4843 -0.3001 -0.048 0.211 -0.090
H 0.7148 -4.7873 -4.3381 -0.272 -0.113 -0.477
H 6.9800 2.7749 5.8345 -0.842 0.318 0.353
Cl -0.2483 -5.3795 -2.3389 0.125 0.183 1.041
H -4.1742 0.1496 -8.3502 0.170 -0.188 0.737
Cl -3.7989 2.1399 -6.0046 -0.556 -0.048 0.206
C 4.1549 7.9742 2.5974 0.354 -1.132 -0.488
Cl -8.6662 -0.0100 -3.4902 0.387 -0.088 -0.008
H 1.6891 -2.0885 4.6401 0.014 0.605 0.404
H -1.5846 -6.8794 -4.2084 0.085 -0.051 -0.174
C -0.4366 0.8990 -1.4287 0.871 0.409 -0.259
H -4.3703 2.6330 -8.2968 -0.325 -0.296 0.311
Cl 5.6075 8.8212 1.8415 -1.302 -0.167 0.457
Cl -0.6459 -2.0377 4.6157 -0.267 -0.279 -0.221
Cl 7.6740 1.0150 4.7442 1.096 -1.285 -1.059
Cl 0.7549 1.0357 -2.7875 -0.234 0.077 0.312
H -0.6406 -0.1698 -1.3651 -0.147 0.238 0.285
H -3.0129 0.8481 -9.3774 0.238 0.108 -0.029
H -8.3486 -1.9841 -2.3344 0.745 -0.333 -0.213
H -0.7202 -6.5488 -5.7514 -0.181 0.071 0.076
H 4.5928 7.0141 2.8703 -0.185 -0.049 -0.054
H -6.2213 -1.3637 -4.0925 -0.178 -0.250 0.179
Cl 4.0033 3.0817 5.3206 -0.061 0.058 -0.233
Cl -5.9788 1.4974 1.7637 -0.494 0.193 -0.524
C -3.5331 2.1867 -7.7602 0.334 -0.851 -0.282
Cl 5.7914 -3.6376 1.5139 0.114 0.129 -0.976
C -0.2835 -5.1524 -4.0969 -0.122 -1.386 0.456
H 3.8494 8.4273 3.5405 0.064 0.535 -0.362
H 5.1416 -2.5537 -0.5396 -0.201 -0.120 0.325
H 0.2498 -2.0513 7.4324 0.437 -0.349 0.092
H 2.1235 7.1917 2.0700 0.330 0.215 0.679
H 2.5731 8.6883 1.2746 0.130 -0.033 -0.047
H -0.8158 1.4687 0.4884 0.480 0.012 0.766
H -4.5767 0.5764 3.2746 0.222 -0.469 -0.109
Cl 6.9764 -3.1248 -2.6953 -0.766 0.522 -1.351
H 5.0668 -4.3336 -0.6457 0.069 0.130 0.067
Cl 0.5707 -7.7678 -4.2934 0.667 -0.574 0.208
Cl 1.4066 0.4191 0.5390 -0.755 0.958 -0.092
C 7.0022 -3.4314 -0.9851 1.709 -0.795 0.870
H 0.4012 2.5371 -0.2668 0.390 -0.281 0.222
Cl -7.7531 -1.1641 3.5615 -0.764 0.259 -0.005
H 0.5807 -0.5664 6.6339 0.200 -0.093 -0.500
Cl 3.3641 6.7369 0.2306 0.329 0.024 -0.154
Cl -5.4194 -2.6787 -2.2693 -0.130 0.109 -0.066
H -5.9030 -0.5974 4.7882 0.174 -0.224 -0.166
C -3.2511 0.7285 -8.3205 -0.895 2.604 -0.882
C 0.0922 1.5031 -0.1135 -0.594 -1.286 -1.209
C -7.6891 -1.1225 -2.4384 -0.099 0.661 -0.177
C 0.9352 -2.3729 5.3741 -0.321 0.454 0.110
C 2.9638 7.7405 1.6448 0.277 0.589 -0.020
H 6.0269 1.3181 6.3102 -0.099 0.308 0.014
C 0.9306 -1.5957 6.7134 0.003 -0.328 -1.005
```
Positions in Å, forces in eV/Å.

Computed properties:
* SMILES string: ClCCCl.ClCCCl.ClCCCl.ClCCCl.ClCCCl.ClCCCl.ClCCCl.ClCCCl.ClCCCl
* energy relative to the best compared isomer or geometry (same formula, charge and spin): 65.42 kcal per mole


(6)
ORCA calculation (ωB97M-V/def2-TZVPD) on an isolated molecule of C19H26N4O3.

The geometry in XYZ format:
```
52
Properties=species:S:1:pos:R:3:forces:R:3
H 1.3641 0.8419 -2.5624 0.057 0.109 -0.043
C 0.4969 -5.6631 -8.5682 -0.262 0.019 0.009
H 0.5444 -0.5185 -4.4553 0.023 0.052 -0.119
C 0.6610 -0.5309 -1.0704 -0.285 -0.507 -0.174
H 0.2423 -5.9965 -9.5715 0.074 -0.046 -0.116
C 0.0073 -1.7357 -0.8462 0.122 0.210 0.174
N -0.9352 4.1830 4.8097 -0.285 0.171 0.024
H 0.4233 1.9849 5.5651 -0.015 0.033 0.070
N 1.1329 0.2694 -0.0271 0.334 0.574 0.071
C -0.4300 -4.8265 -6.3744 -0.420 0.017 -0.167
H 1.5949 1.1388 -0.2895 -0.102 -0.182 0.198
H -2.5232 2.7721 4.5991 0.013 -0.247 -0.157
H -0.7127 -4.6736 -3.6626 -0.052 0.074 0.009
H 0.0111 5.9741 5.4914 0.200 0.111 -0.019
H -2.4511 6.3518 6.6670 0.019 0.217 0.107
C -1.3499 -3.9492 -4.1885 -0.381 -0.307 -0.069
H 0.1143 -5.6137 -5.8467 0.092 -0.010 0.045
N 1.7038 1.0881 3.3615 -0.196 -0.373 0.102
H -2.3306 -5.3395 -5.4857 -0.067 0.000 0.010
C -2.1832 3.6993 5.0164 -0.057 -0.110 -0.080
H 0.2170 -3.9495 -6.4258 0.100 -0.015 0.015
H 0.7375 4.3038 3.5924 -0.119 -0.085 -0.029
H -2.2388 -3.6884 -6.1154 -0.116 -0.005 -0.007
C 1.7178 1.2619 2.0371 0.113 0.070 0.144
H -2.2724 -3.8044 -3.6089 0.141 0.003 0.013
C 1.0296 2.7388 5.0575 0.101 0.030 -0.371
C 0.4014 -0.8467 -3.4382 -0.118 -0.209 -0.027
H -0.2905 2.8801 3.3474 0.048 0.139 0.023
H 1.4435 3.4056 5.8158 -0.028 -0.012 0.051
H 1.0401 -6.4624 -8.0687 0.102 -0.083 0.018
H 2.8450 1.5683 5.0273 0.003 0.084 -0.114
C -0.7601 -5.3012 -7.7869 0.318 0.010 0.140
H 1.2531 0.2407 3.6880 0.060 0.056 -0.153
C -2.0979 5.5424 6.0605 0.260 0.110 -0.001
H -1.3009 -4.5129 -8.3149 -0.099 -0.006 -0.004
C -0.4499 -2.4932 -1.9099 -0.092 -0.137 -0.433
C 2.1798 2.0602 4.3117 0.027 0.308 0.182
O 0.5780 -0.8471 1.9163 -0.004 -0.021 -0.088
H -0.1443 -2.0790 0.1637 -0.006 -0.013 0.039
O 2.1767 2.2212 1.4387 0.014 0.119 -0.018
O -0.6708 -2.7171 -4.3305 0.084 0.130 -0.152
C -1.6854 -4.4646 -5.5844 0.479 0.164 0.313
C -0.8722 5.3690 5.4868 0.024 0.266 0.146
H 1.1559 -4.8015 -8.6494 0.114 0.065 -0.034
C 0.1391 3.5436 4.1030 0.452 -0.375 0.069
C 0.8553 -0.0936 -2.3805 -0.049 -0.100 0.157
H -0.9549 -3.4227 -1.7016 -0.047 -0.085 -0.013
C -0.2606 -2.0584 -3.2181 0.114 0.184 0.210
C 1.0699 0.0838 1.2996 -0.083 -0.094 -0.148
H 2.7491 2.8004 3.7430 0.040 -0.085 0.125
N -2.9042 4.4922 5.7578 -0.550 -0.231 0.097
H -1.4169 -6.1726 -7.7311 -0.095 0.017 -0.023
```
Positions in Å, forces in eV/Å.

Computed properties:
* SMILES string: CCCCCOc1ccc(NC(=O)C(=O)NCCCn2ccnc2)cc1
* energy relative to the best compared isomer or geometry (same formula, charge and spin): 33.64 kcal per mole


Number 3 is which compound?
C5H10O


Please write out number 2 again, unchanged.
ORCA calculation (ωB97M-V/def2-TZVPD) on a cluster of 2 separate species, C2H4S3 in total.

The geometry in XYZ format:
```
9
Properties=species:S:1:pos:R:3:forces:R:3
C -0.7257 1.7077 0.2116 1.954 -1.984 0.258
H -0.0659 2.2622 -0.4197 0.327 0.627 0.079
C -0.1503 -0.8774 -0.8339 0.256 0.332 -0.626
S 1.4989 -2.8618 0.5675 -0.316 -0.906 -0.500
H -1.5654 1.4009 -0.2947 -1.902 -0.592 -1.411
H 2.3271 -2.3269 1.4232 0.695 0.432 0.717
H -1.0493 2.0745 1.1417 0.210 0.844 1.206
S -0.4160 -1.3355 -2.3291 -0.039 0.363 1.194
S 0.1466 -0.0437 0.5335 -1.186 0.885 -0.916
```
Positions in Å, forces in eV/Å.

Computed properties:
* <S²>: 2.0110
* multiplicity: 3
* energy relative to the best compared isomer or geometry (same formula, charge and spin): 16.77 kcal per mole


energy relative to the best compared isomer or geometry (same formula, charge and spin) of number 5 (C18H36Cl18)?
65.42 kcal per mole


Which of these has the highest energy relative to the best compared isomer or geometry (same formula, charge and spin)?
C23H25GdN2OS